27
Properties=species:S:1:pos:R:3:forces:R:3:nbo_charge:R:1 method="wB97M-V/def2-TZVPD" smiles="C/N=C(O)/C(Cc1cccc(N)c1)=N/Cl" orbital_gap_ev=8.72 lumo_energy_ha=0.01758 charge=0 fmax_ev_per_a=3.38
C 0.992979 2.054087 -0.606635 -2.2 0.2 -2.6 -0.172
C -0.232274 1.482553 -0.255030 2.2 1.7 -0.2 -0.261
C 2.058567 2.067600 0.226141 2.5 -0.5 0.3 -0.282
C 0.823500 0.774444 1.842598 2.2 1.4 -0.5 -0.268
C -0.243652 0.907364 0.979563 -2.8 -1.6 0.2 0.002
C 2.068289 1.426170 1.490135 -2.5 0.9 0.1 0.198
C -1.955439 -0.563994 -0.021451 -0.6 -2.4 -1.2 0.233
C -1.006937 -1.564775 -0.783689 -0.5 1.0 -0.2 0.546
C -0.642284 -2.566945 -2.983515 0.1 -0.7 2.4 -0.442
C -1.583932 0.184498 1.190810 -0.3 -0.7 2.4 -0.509
N -3.070108 -0.839325 -0.582630 -0.4 0.4 0.4 -0.366
N -1.264260 -1.694659 -1.996879 0.9 0.0 0.0 -0.464
N 3.058743 1.782394 2.421326 0.6 -0.5 -1.0 -0.793
O -0.147997 -2.163586 0.051189 0.4 0.0 1.3 -0.706
Cl -4.560705 -0.176648 -0.041301 0.2 0.6 0.5 0.065
H 0.907932 2.443463 -1.661846 1.2 0.0 1.3 0.217
H -1.056199 1.622719 -0.945611 -0.2 -0.5 0.4 0.230
H 3.030158 2.444312 -0.143352 -0.6 0.2 0.3 0.207
H 0.728835 0.267697 2.784869 -0.1 -0.2 0.3 0.211
H -0.365713 -3.612555 -2.606257 -0.9 1.0 -0.6 0.167
H -1.397889 -2.500477 -3.734567 0.3 -0.9 -1.2 0.224
H 0.307890 -2.145789 -3.238703 0.5 0.5 -0.8 0.202
H -1.436157 -0.611133 1.998371 -0.3 0.9 -0.9 0.247
H -2.492347 0.775438 1.540828 1.4 -0.3 -0.5 0.256
H 4.003529 1.900969 2.035523 -0.8 0.0 0.2 0.379
H 3.094022 1.229764 3.250826 -0.1 -0.4 0.4 0.376
H 0.381449 -2.923585 -0.210714 -0.3 0.1 -0.8 0.504